# 1
Computed, not measured: a molecular structure, CH8ClNiO7, with ωB97M-V with the def2-TZVPD basis set.

```
! wB97M-V def2-TZVPD RIJCOSX def2/J DEFGRID3
* xyz -1 3
Ni -0.137 -0.075 0.441
C 0.514 -1.460 -1.730
O -0.315 -0.546 -1.644
O 0.521 -2.576 -2.235
O 1.131 -1.362 -0.671
Cl -2.237 1.246 0.762
O -0.503 2.123 -2.505
H 0.180 1.743 -3.057
H -0.841 1.384 -1.999
O -1.343 -1.748 1.173
H -1.083 -2.664 1.073
H -2.099 -1.776 1.759
O 0.638 -0.112 2.381
H 1.162 -0.845 2.702
H 0.818 0.599 2.995
O 1.052 1.662 0.167
H 1.972 1.918 0.230
H 0.572 2.490 0.157
*
```

Properties
lowest unoccupied orbital energy (alpha / beta) = 2.30 / 2.29 eV
highest occupied orbital energy (alpha / beta) = -3.245 / -3.200 eV
relative energy (zero: lowest compared OMol25 entry of this formula, charge and spin) = 39.9 kcal/mol
calculated total energy = -2538.155356 Ha

=====

# 2
Computed, not measured: a single C6H11NO molecule, with ωB97M-V with the def2-TZVPD basis set.

```
! wB97M-V def2-TZVPD RIJCOSX def2/J DEFGRID3
* xyz 0 1
C -1.186 2.055 0.429
C -1.621 0.716 -0.157
C -0.960 -0.404 -0.107
C -1.682 -1.761 -0.240
C 0.440 -0.353 -0.001
C 1.280 -1.432 0.587
H -0.899 2.783 -0.358
H -2.034 2.458 0.980
H -0.426 1.837 1.160
H -2.672 0.768 -0.471
H -1.922 -2.153 0.723
H -0.947 -2.406 -0.744
H -2.596 -1.707 -0.830
H 1.989 -1.737 -0.204
H 0.642 -2.284 0.867
H 1.794 -1.074 1.482
H 2.730 1.470 -0.538
N 1.049 0.658 -0.467
O 2.422 0.563 -0.232
*
```

Properties
SMILES = C/C=C(C)\C(C)=N\O
lowest unoccupied orbital energy = 0.92 eV
highest occupied orbital energy = -8.531 eV
relative energy (zero: lowest compared OMol25 entry of this formula, charge and spin) = 70.5 kcal/mol
calculated total energy = -365.119142 Ha

=====

# 3
Computed, not measured: a molecular structure, C9H16F6N5O6PdS3, with ωB97M-V with the def2-TZVPD basis set.

```
! wB97M-V def2-TZVPD RIJCOSX def2/J DEFGRID3
* xyz -1 1
Pd 0.328 -0.348 -0.194
C -1.398 -4.216 -0.760
C -0.569 -2.967 -0.533
N -1.108 -1.688 -0.527
O -2.308 -1.422 -0.704
C 0.908 -3.065 -0.298
C 1.668 -4.371 -0.269
N 1.584 -1.882 -0.101
O 2.804 -1.846 0.102
H -2.474 -4.040 -0.924
H -1.308 -4.881 0.124
H -1.017 -4.750 -1.655
H -3.019 -2.047 -0.867
H 1.015 -5.248 -0.441
H 2.156 -4.492 0.720
H 2.448 -4.362 -1.060
C 0.707 2.027 3.872
N 1.045 1.928 2.471
C 1.896 1.059 1.859
S 2.079 1.196 0.206
N 2.515 0.157 2.673
C 3.463 -0.874 2.293
H -0.010 2.841 4.002
H 1.612 2.234 4.449
H 0.264 1.084 4.204
H 0.603 2.584 1.835
H 2.300 0.204 3.656
H 3.667 -0.895 1.223
H 3.052 -1.837 2.605
H 4.392 -0.692 2.839
F -1.151 4.311 0.842
C -1.749 3.638 -0.191
F -2.892 3.118 0.330
F -2.102 4.606 -1.089
S -0.609 2.382 -0.921
O -0.923 1.097 -0.293
O 0.743 2.857 -0.592
N -0.919 2.536 -2.469
S -2.314 1.932 -2.911
O -3.489 2.424 -2.191
O -2.329 0.496 -3.197
C -2.392 2.743 -4.548
F -3.513 2.418 -5.252
F -2.382 4.105 -4.447
F -1.330 2.419 -5.343
H 0.055 -0.470 1.471
*
```

Properties
lowest unoccupied orbital energy (alpha / beta) = 2.79 / 2.79 eV
highest occupied orbital energy (alpha / beta) = -2.442 / -2.517 eV
calculated total energy = -2999.132495 Ha

=====

# 4
Computed, not measured: 13 unconnected molecules or ions with the total composition C7H37NO12, with ωB97M-V with the def2-TZVPD basis set.

```
! wB97M-V def2-TZVPD RIJCOSX def2/J DEFGRID3
* xyz 0 1
C -2.385 2.601 2.254
C -0.946 2.295 2.680
C 0.155 2.098 1.632
C 0.210 0.983 0.859
C 1.072 0.749 -0.293
C 2.421 0.978 -0.282
C 3.400 1.042 -1.375
N -2.941 1.698 1.258
H -2.690 3.616 1.809
H -3.044 2.267 3.192
H -0.744 3.178 3.304
H -0.996 1.420 3.354
H 0.961 2.909 1.660
H -0.726 0.300 0.989
H 0.584 0.421 -1.188
H 2.838 1.169 0.637
H 4.360 0.532 -1.184
H 3.611 2.097 -1.455
H 3.117 0.693 -2.379
H -2.432 1.503 0.381
H -3.180 0.798 1.638
H 0.037 4.188 -0.950
H 1.370 3.528 -1.240
O 0.471 3.478 -1.375
H -1.363 -3.146 -0.747
H -0.139 -4.192 -0.894
O -0.555 -3.374 -0.311
H 0.039 -1.660 3.095
H 0.780 -2.024 4.267
O 0.857 -1.807 3.443
H -0.416 0.277 -2.032
H -0.888 -0.730 -3.292
O -1.136 -0.430 -2.298
H -3.141 -0.684 0.047
H -2.197 -1.351 -0.836
O -2.443 -1.294 0.113
H -0.893 2.966 -2.685
H -1.620 1.505 -2.763
O -0.785 2.000 -3.016
H 2.091 -2.904 0.819
H 1.331 -4.285 1.356
O 1.803 -3.890 0.576
H -1.070 -0.932 1.773
H -2.156 -1.283 2.989
O -1.369 -0.778 2.694
H 1.765 -1.273 -4.102
H 1.940 -1.278 -2.576
O 1.783 -0.660 -3.280
H -2.602 0.375 -1.457
H -3.762 -0.334 -2.102
O -3.546 0.388 -1.445
H 2.113 -1.861 2.292
H 2.504 -0.813 1.078
O 2.769 -1.700 1.512
H 2.023 -3.200 -2.869
H 2.127 -3.290 -1.274
O 1.633 -2.881 -2.001
*
```

Properties
lowest unoccupied orbital energy = 0.16 eV
highest occupied orbital energy = -8.424 eV
relative energy (zero: lowest compared OMol25 entry of this formula, charge and spin) = 152.8 kcal/mol
calculated total energy = -1246.334687 Ha

=====

# 5
Computed, not measured: a molecular structure, C44H30Cl6F3GeN5O8SSbSeTi, with ωB97M-V with the def2-TZVPD basis set.

```
! wB97M-V def2-TZVPD RIJCOSX def2/J DEFGRID3
* xyz -2 2
Ti 0.180 1.933 1.395
O 1.040 2.771 -4.531
C 0.198 1.754 -4.658
O -0.300 1.484 -5.727
C -0.098 0.963 -3.437
C -0.998 -0.083 -3.369
Cl -2.003 -0.779 -4.556
N -0.955 -0.600 -2.118
N -0.051 0.041 -1.370
C 0.440 0.998 -2.114
C 1.226 2.050 -1.418
O 1.671 3.014 -2.007
O 1.346 1.889 -0.113
C -1.847 -1.491 -1.441
C -3.287 -1.065 -1.392
C -4.253 -2.913 0.055
C -3.167 -3.362 0.722
C -1.817 -3.290 0.290
C -1.246 -2.454 -0.686
H 1.318 2.913 -3.581
H -3.534 -0.567 -2.333
H -5.227 -3.001 0.522
H -3.327 -3.847 1.680
H -1.110 -3.887 0.853
H -0.169 -2.525 -0.803
Cl 2.257 5.899 1.115
Ge 3.189 3.801 1.776
Cl 4.726 3.691 0.073
Cl 4.571 4.699 3.364
O 0.960 3.516 4.039
S 0.484 2.147 3.998
O 0.420 1.452 5.248
O 1.302 1.355 2.920
O -0.843 2.123 3.229
Se -0.950 4.985 2.353
N -2.322 5.633 1.522
C -2.459 5.010 0.356
C -3.519 5.210 -0.579
C -3.500 4.463 -1.706
C -2.415 3.541 -1.929
N -1.443 3.319 -1.101
C -1.473 4.025 0.064
N -0.574 3.842 1.035
H -4.301 5.924 -0.360
H -4.277 4.543 -2.453
H -2.392 2.978 -2.859
F -8.415 0.124 -1.853
C -7.776 -1.055 -1.981
F -8.563 -1.968 -1.359
F -7.830 -1.366 -3.295
C -6.368 -1.046 -1.431
C -5.588 -2.058 -1.847
C -4.212 -2.327 -1.327
C -3.546 -0.080 -0.254
C -4.859 0.332 0.060
C -6.079 -0.018 -0.459
C -2.490 0.520 0.388
C -1.426 1.035 0.781
H -5.977 -2.741 -2.593
H -3.745 -3.066 -1.989
H -4.901 1.097 0.831
H -6.927 0.552 -0.107
C 3.766 -5.630 2.198
C 4.722 -4.624 2.215
C 4.394 -3.335 1.815
C 3.104 -3.025 1.391
C 2.154 -4.048 1.384
C 2.477 -5.342 1.774
Sb 2.421 -1.037 0.903
C 2.978 -1.062 -1.161
C 3.487 0.082 -1.777
C 3.629 0.140 -3.158
C 3.255 -0.941 -3.945
C 2.748 -2.085 -3.343
C 2.611 -2.141 -1.962
C 4.207 -0.116 1.640
C 4.199 0.380 2.944
C 5.326 0.985 3.483
C 6.484 1.096 2.726
C 6.514 0.581 1.440
C 5.385 -0.023 0.902
H 4.022 -6.631 2.524
H 5.730 -4.840 2.547
H 5.155 -2.563 1.837
H 1.135 -3.836 1.074
H 1.719 -6.117 1.760
H 3.762 0.953 -1.187
H 4.013 1.044 -3.616
H 3.349 -0.888 -5.023
H 2.447 -2.930 -3.951
H 2.208 -3.043 -1.510
H 3.301 0.317 3.543
H 5.286 1.395 4.484
H 7.353 1.596 3.135
H 7.412 0.668 0.840
H 5.436 -0.423 -0.102
Cl -2.831 -2.110 4.779
C -1.799 -0.773 4.172
Cl -0.606 -1.321 3.008
H -1.282 -0.333 5.015
H -2.438 -0.057 3.670
*
```

Properties
lowest unoccupied orbital energy (alpha / beta) = 2.17 / 2.17 eV
highest occupied orbital energy (alpha / beta) = -2.366 / -2.365 eV
relative energy (zero: lowest compared OMol25 entry of this formula, charge and spin) = 109.0 kcal/mol
calculated total energy = -11597.661367 Ha

=====

| no. | largest force on an atom (eV/Å) |
| --- | --- |
| 1 | 10.38 |
| 2 | 3.62 |
| 3 | 9.75 |
| 4 | 7.85 |
| 5 | 1.11 |